Entry 1:
{"formula": "C20H31BrN3O3", "method": "ωB97M-V/def2-TZVPD", "elements": ["C", "C", "H", "H", "O", "C", "O", "C", "C", "N", "C", "C", "C", "C", "C", "C", "H", "O", "C", "H", "H", "H", "Br", "H", "C", "H", "H", "H", "C", "N", "H", "C", "H", "H", "C", "N", "H", "C", "C", "H", "H", "H", "H", "H", "C", "C", "H", "H", "H", "H", "H", "H", "H", "H", "H", "H", "H", "H"], "coordinates": [[-0.944, 4.477, 0.203], [-0.077, 3.233, 0.204], [0.580, 3.213, 1.082], [0.544, 3.182, -0.698], [-0.933, 2.091, 0.244], [-0.372, 0.890, 0.227], [0.858, 0.756, 0.172], [-1.320, -0.190, 0.266], [-1.019, -1.546, 0.414], [-2.152, -2.275, 0.368], [-3.226, -1.428, 0.222], [-4.584, -1.715, 0.145], [-5.442, -0.651, -0.005], [-4.993, 0.687, -0.080], [-3.638, 0.960, 0.000], [-2.749, -0.102, 0.155], [-3.265, 1.968, -0.048], [-5.967, 1.607, -0.225], [-5.621, 2.969, -0.303], [-6.562, 3.504, -0.411], [-5.114, 3.303, 0.607], [-4.987, 3.169, -1.172], [-7.309, -0.950, -0.118], [-4.971, -2.718, 0.206], [-2.241, -3.708, 0.445], [-1.350, -4.157, 0.009], [-3.110, -4.043, -0.117], [-2.347, -4.039, 1.481], [0.328, -2.156, 0.594], [0.844, -2.593, -0.701], [0.506, -1.997, -1.448], [2.261, -2.826, -0.807], [2.411, -3.604, -1.565], [2.618, -3.230, 0.141], [3.115, -1.631, -1.276], [3.183, -0.467, -0.359], [2.201, -0.131, -0.160], [3.792, -0.782, 0.961], [5.267, -1.146, 0.913], [5.881, -0.327, 0.552], [5.593, -1.377, 1.924], [5.451, -2.025, 0.302], [3.645, 0.089, 1.601], [3.231, -1.609, 1.398], [3.845, 0.675, -1.049], [3.852, 1.942, -0.210], [4.133, 2.781, -0.841], [2.859, 2.131, 0.187], [4.565, 1.893, 0.608], [4.859, 0.381, -1.324], [3.284, 0.863, -1.966], [4.131, -1.977, -1.473], [2.693, -1.275, -2.220], [0.960, -1.408, 1.092], [0.269, -3.034, 1.247], [-1.567, 4.500, 1.093], [-1.585, 4.490, -0.675], [-0.314, 5.361, 0.191]], "nbo_charge": [-0.625, -0.069, 0.188, 0.184, -0.488, 0.836, -0.741, -0.311, 0.326, -0.322, 0.098, -0.235, -0.141, 0.360, -0.335, 0.035, 0.239, -0.494, -0.254, 0.213, 0.178, 0.176, 0.098, 0.237, -0.417, 0.229, 0.228, 0.215, -0.278, -0.629, 0.369, -0.235, 0.227, 0.203, -0.238, -0.415, 0.508, -0.226, -0.639, 0.221, 0.250, 0.218, 0.233, 0.222, -0.215, -0.643, 0.244, 0.240, 0.216, 0.220, 0.224, 0.225, 0.221, 0.193, 0.210, 0.221, 0.218, 0.228], "homo_energy_ev": -10.3, "charge": 1, "smiles": "CCOC(=O)c1c(CNCC[NH+](CC)CC)n(C)c2cc(Br)c(OC)cc12"}

=====

Entry 2:
{"formula": "Cl4H2Si2", "method": "ωB97M-V/def2-TZVPD", "elements": ["Si", "Si", "Cl", "Cl", "Cl", "Cl", "H", "H"], "coordinates": [[-0.926, -2.853, 1.963], [2.379, 1.040, -0.313], [1.450, -0.730, -0.098], [-1.614, -1.494, 0.635], [4.083, 1.049, -1.453], [1.208, 2.447, -1.105], [0.124, -2.017, 2.560], [2.707, 1.538, 1.124]], "nbo_charge": [0.743, 1.179, -0.337, -0.436, -0.347, -0.341, -0.305, -0.156], "homo_energy_ev": -8.9}

=====

Entry 3:
{"formula": "C2H4ClN2", "method": "ωB97M-V/def2-TZVPD", "elements": ["C", "C", "N", "N", "Cl", "H", "H", "H", "H"], "coordinates": [[1.226, -1.124, 0.017], [-0.834, 1.630, 0.004], [-1.095, -1.501, 0.001], [0.027, -1.433, 0.026], [-2.096, 0.621, 0.000], [1.820, -0.765, -0.870], [1.899, -1.511, 0.787], [-0.456, 1.785, -0.900], [-0.491, 2.297, 0.935]], "nbo_charge": [-0.328, -0.220, 0.024, 0.047, 0.445, 0.276, 0.269, 0.201, 0.285], "homo_energy_ev": [-14.1, -13.9], "charge": 1}

=====

Entry 4:
{"formula": "CH2ClNO3S", "method": "ωB97M-V/def2-TZVPD", "elements": ["C", "N", "O", "O", "O", "S", "Cl", "H", "H"], "coordinates": [[0.599, -1.059, -0.394], [0.262, 0.178, 0.043], [-0.074, -2.018, -0.145], [-0.769, 0.459, 0.839], [1.058, 1.464, -0.330], [-2.278, 0.798, 0.117], [2.417, 1.689, 0.640], [1.528, -1.052, -0.976], [-2.744, -0.459, 0.206]], "nbo_charge": [0.481, 0.080, -0.557, -0.434, -0.379, 0.296, 0.249, 0.149, 0.116], "homo_energy_ev": -10.2, "smiles": "O=CN(OS)OCl"}

=====

Entry 5:
{"formula": "C18H23N3O5", "method": "ωB97M-V/def2-TZVPD", "elements": ["C", "C", "C", "N", "C", "O", "C", "O", "N", "C", "H", "H", "C", "N", "C", "H", "C", "O", "C", "C", "H", "H", "H", "H", "H", "H", "H", "C", "C", "C", "C", "C", "C", "H", "O", "C", "O", "H", "H", "H", "H", "H", "H", "H", "H", "H", "H", "H", "H"], "coordinates": [[-5.087, -0.104, -0.165], [-5.191, 0.923, 0.658], [-4.216, 2.054, 0.789], [-3.105, 1.963, -0.118], [-1.823, 2.077, 0.235], [-1.395, 2.371, 1.338], [-0.892, 1.749, -0.935], [-1.329, 1.368, -2.008], [0.400, 1.942, -0.634], [1.455, 1.370, -1.423], [2.249, 2.104, -1.582], [1.017, 1.112, -2.391], [1.999, 0.075, -0.776], [2.581, 0.310, 0.541], [3.134, -0.900, 1.139], [2.440, -1.729, 0.991], [4.510, -1.269, 0.568], [5.429, -0.203, 0.692], [4.936, 0.967, 0.075], [3.576, 1.364, 0.663], [3.222, 2.288, 0.208], [3.706, 1.543, 1.736], [5.681, 1.743, 0.262], [4.849, 0.810, -1.013], [4.942, -2.104, 1.122], [4.416, -1.558, -0.490], [3.235, -0.712, 2.212], [0.817, -0.863, -0.647], [0.492, -1.723, -1.683], [-0.647, -2.524, -1.648], [-1.444, -2.428, -0.534], [-1.119, -1.570, 0.517], [-0.003, -0.775, 0.485], [0.241, -0.119, 1.302], [-2.068, -1.674, 1.499], [-2.988, -2.643, 1.047], [-2.607, -3.089, -0.238], [-2.997, -3.497, 1.744], [-3.994, -2.198, 1.002], [-0.897, -3.186, -2.459], [1.133, -1.773, -2.551], [2.722, -0.354, -1.492], [0.591, 2.161, 0.337], [-3.275, 1.712, -1.085], [-4.754, 3.001, 0.631], [-3.799, 2.076, 1.803], [-6.046, 1.013, 1.315], [-5.847, -0.865, -0.208], [-4.251, -0.236, -0.832]], "nbo_charge": [-0.422, -0.172, -0.268, -0.584, 0.584, -0.628, 0.600, -0.630, -0.599, -0.235, 0.200, 0.242, -0.083, -0.466, -0.254, 0.220, -0.089, -0.527, -0.089, -0.247, 0.199, 0.206, 0.197, 0.156, 0.199, 0.157, 0.202, 0.056, -0.233, -0.253, 0.223, 0.298, -0.334, 0.253, -0.488, 0.236, -0.481, 0.154, 0.166, 0.228, 0.211, 0.183, 0.429, 0.427, 0.205, 0.243, 0.204, 0.206, 0.200], "homo_energy_ev": -8.0, "smiles": "C=CCNC(=O)C(=O)NC[C@H](c1ccc2c(c1)OCO2)N1CCOCC1"}

=====

Entry 6:
{"formula": "C25H21AuN4OS2", "method": "ωB97M-V/def2-TZVPD", "elements": ["Au", "N", "C", "S", "N", "N", "C", "C", "C", "C", "C", "C", "C", "C", "C", "C", "C", "C", "N", "H", "H", "H", "H", "H", "H", "H", "H", "H", "H", "H", "O", "S", "C", "C", "C", "C", "C", "C", "C", "C", "C", "C", "C", "C", "H", "H", "H", "H", "H", "H", "H", "H", "H", "H"], "coordinates": [[0.326, 0.289, -1.131], [0.971, -3.111, -3.794], [0.966, -2.144, -2.885], [-0.492, -1.163, -2.829], [1.985, -2.008, -2.092], [2.003, -1.021, -1.225], [2.893, -0.885, -0.284], [3.978, -1.848, -0.083], [4.256, -2.323, 1.205], [5.271, -3.240, 1.398], [6.038, -3.672, 0.324], [5.778, -3.190, -0.953], [4.740, -2.302, -1.164], [2.756, 0.308, 0.561], [3.746, 0.745, 1.428], [3.541, 1.906, 2.166], [2.365, 2.619, 2.006], [1.428, 2.143, 1.103], [1.622, 1.018, 0.422], [0.180, -3.240, -4.402], [1.760, -3.731, -3.886], [3.644, -2.008, 2.041], [5.465, -3.623, 2.391], [6.838, -4.383, 0.482], [6.395, -3.504, -1.784], [4.551, -1.914, -2.155], [4.675, 0.203, 1.509], [4.304, 2.250, 2.851], [2.173, 3.529, 2.554], [0.501, 2.667, 0.911], [-1.410, 1.534, -1.025], [-2.808, 0.929, -1.245], [-3.908, 2.324, -1.049], [-3.568, 3.404, -0.248], [-4.486, 4.430, -0.103], [-5.700, 4.384, -0.779], [-6.018, 3.299, -1.586], [-5.111, 2.262, -1.736], [-3.111, 0.015, 0.275], [-3.828, -1.168, 0.205], [-3.984, -1.929, 1.356], [-3.410, -1.507, 2.546], [-2.700, -0.314, 2.603], [-2.534, 0.451, 1.460], [-2.610, 3.440, 0.252], [-4.253, 5.270, 0.537], [-6.395, 5.208, -0.692], [-6.960, 3.271, -2.115], [-5.339, 1.419, -2.376], [-4.249, -1.502, -0.735], [-4.536, -2.857, 1.314], [-3.500, -2.124, 3.430], [-2.272, 0.022, 3.538], [-1.966, 1.373, 1.486]], "nbo_charge": [1.223, -0.732, 0.306, -0.060, -0.364, -0.201, 0.264, -0.085, -0.192, -0.205, -0.142, -0.202, -0.161, 0.147, -0.181, -0.101, -0.208, 0.079, -0.508, 0.426, 0.439, 0.221, 0.241, 0.242, 0.240, 0.229, 0.268, 0.259, 0.263, 0.233, -0.970, 1.252, -0.288, -0.148, -0.203, -0.154, -0.187, -0.186, -0.188, -0.225, -0.185, -0.167, -0.182, -0.251, 0.216, 0.237, 0.242, 0.244, 0.234, 0.236, 0.243, 0.241, 0.233, 0.221], "homo_energy_ev": -14.3, "charge": 2}

=====

Entry 7:
{"formula": "C6H14NO", "method": "ωB97M-V/def2-TZVPD", "elements": ["C", "C", "C", "C", "O", "C", "C", "N", "H", "H", "H", "H", "H", "H", "H", "H", "H", "H", "H", "H", "H", "H"], "coordinates": [[-2.006, 0.060, -1.561], [-0.511, -0.198, -1.755], [0.259, -1.114, -0.763], [2.331, 0.945, 1.743], [1.404, 0.747, 2.771], [1.828, 0.389, 0.515], [0.774, -0.521, 0.493], [-2.427, -0.001, -0.097], [-2.602, -0.691, -2.059], [-2.225, 1.049, -1.961], [-0.381, -0.634, -2.734], [0.027, 0.737, -1.834], [1.126, -1.548, -1.269], [-0.390, -1.977, -0.568], [2.519, 2.029, 1.628], [3.283, 0.469, 2.054], [1.733, 1.025, 3.633], [2.450, 0.466, -0.374], [0.326, -0.890, 1.410], [-2.329, -1.000, 0.114], [-3.419, 0.163, 0.111], [-1.771, 0.494, 0.503]], "nbo_charge": [-0.223, -0.421, -0.521, -0.189, -0.682, 0.043, 0.085, -0.675, 0.248, 0.263, 0.284, 0.233, 0.311, 0.241, 0.300, 0.318, 0.523, 0.257, 0.253, 0.438, 0.476, 0.438], "homo_energy_ev": [-18.7, -18.7], "multiplicity": 2, "charge": 2}

=====

Number 1: E -101893.36522 eV. Number 2: E -65880.82104 eV. Number 3: E -17628.79656 eV. Number 4: E -32053.35581 eV. Number 5: E -33746.44893 eV. Number 6: E -59620.59071 eV. Number 7: E -9966.63725 eV.